Formula: C23H19IrN6O3
Source: OMol25
Level of theory: ωB97M-V with the def2-TZVPD basis set

```
! wB97M-V def2-TZVPD RIJCOSX def2/J DEFGRID3
* xyz 3 6
Ir -0.6299 1.2053 0.4959
O -0.5008 3.2285 4.0697
C -0.3719 2.3961 3.1347
N -0.2724 2.6709 1.7839
C -0.0239 3.9170 1.2028
O 0.3275 4.9499 1.8074
C -0.2498 3.8380 -0.2713
C -0.0542 4.9633 -1.0943
C 0.1292 4.7402 -2.4565
C 0.0751 3.4485 -2.9614
C -0.3621 2.4091 -2.1659
N -0.5215 2.6312 -0.8478
C -0.3974 0.8850 3.3317
C -0.3476 0.2896 4.5645
C -0.5046 -1.1139 4.6809
C -0.6745 -1.8870 3.4708
C -0.7232 -1.1978 2.2485
N -0.5692 0.1211 2.1742
H -0.0151 5.9610 -0.6343
H 0.2636 5.6285 -3.0706
H 0.1676 3.2856 -4.0208
H -0.5641 1.4009 -2.5101
H -0.2797 0.9072 5.4801
H -0.3899 -1.6090 5.6587
H -0.8123 -2.9904 3.5666
H -0.8658 -1.7764 1.3488
C -2.2892 -1.4057 -2.3124
C -1.9972 -0.5941 -1.2153
N -0.7611 -0.3866 -0.7097
C 0.2739 -1.2109 -1.1089
C 0.0603 -2.0328 -2.2309
C -1.2163 -2.0568 -2.8943
C 1.0791 -2.7775 -2.9019
C 2.2415 -3.2459 -2.3074
C 2.5707 -3.3367 -0.9260
C 3.9103 -3.2015 -0.4855
C 4.1523 -3.2014 0.8621
N 3.1820 -3.4188 1.7660
C 1.9433 -3.5108 1.2749
N 1.5526 -3.5525 -0.0083
H -3.2133 -1.3175 -2.8494
H -2.8269 -0.0206 -0.7605
H 1.2182 -1.0781 -0.6320
H -1.2865 -2.7582 -3.7553
H 0.8410 -2.9161 -3.9546
H 3.0978 -3.4933 -2.9848
H 4.7231 -2.9109 -1.1480
H 5.1511 -2.9696 1.1494
H 1.2083 -3.5221 2.0494
O -5.3148 1.8714 -1.1627
H -5.1025 1.9816 -0.2389
H -5.0305 2.7632 -1.5011
*
```

Calculated values
E: -1545.2056 Ha
energy above the lowest of the compared OMol25 structures with the same formula, charge and spin: 0.0 kJ/mol

---

Formula: C4H4N2O2
Source: OMol25
Level of theory: ωB97M-V with the def2-TZVPD basis set

```
! wB97M-V def2-TZVPD RIJCOSX def2/J DEFGRID3
* xyz 0 1
O -1.8116 -0.9788 -0.7399
C -1.5010 -0.1282 0.5456
C -1.2133 1.3867 0.1242
C 0.3895 0.8743 -0.0568
N 1.6758 0.9457 -0.4804
O 2.1355 -0.4303 -0.1562
N 1.1052 -1.1930 0.4778
C -0.0201 -0.3685 0.4130
H -2.9998 -0.9934 -0.9759
H -1.9634 -0.3288 1.6712
H -1.0880 2.0919 1.0440
H -1.9391 1.6478 -0.7085
*
```

Calculated values
E: -414.5373 Ha
SMILES: O[C@@H]1Cc2nonc21
energy above the lowest of the compared OMol25 structures with the same formula, charge and spin: 811.0 kJ/mol

---

Formula: C55H74Cl3N6O9
Source: OMol25
Level of theory: ωB97M-V with the def2-TZVPD basis set

```
! wB97M-V def2-TZVPD RIJCOSX def2/J DEFGRID3
* xyz 1 1
C 1.2740 -1.1179 -4.4793
N 0.3544 -0.9336 -3.3560
C 0.6691 -1.3760 -2.1290
C -0.1819 -1.2239 -1.0733
C -1.4715 -0.7093 -1.2672
C -1.8019 -0.3803 -2.5766
C -0.8630 -0.4236 -3.5798
C -2.1788 -0.1890 -0.0715
C -3.4746 -0.5774 0.2071
C -4.1464 -0.0663 1.2868
N -3.4580 0.7358 2.1284
C -2.1515 1.0391 1.9729
C -1.5172 0.6838 0.8063
C -4.1415 1.3545 3.2746
H 2.3080 -0.8932 -4.2316
H 1.0149 -0.3802 -5.2333
H 1.1559 -2.1141 -4.8875
H 1.6741 -1.7876 -2.0282
H 0.1958 -1.6164 -0.1363
H -2.6905 0.2217 -2.7481
H -1.1018 -0.0698 -4.5767
H -4.0467 -1.1662 -0.4960
H -5.2234 -0.1993 1.4632
H -1.6692 1.6994 2.6788
H -0.5566 1.0951 0.5192
H -3.4343 1.6131 4.0552
H -5.0108 0.7958 3.5974
H -4.4800 2.3415 2.9490
C -0.0347 -4.9094 -5.9134
N -0.6559 -4.7047 -4.6061
C -1.6901 -3.8438 -4.5740
C -2.3455 -3.6808 -3.3677
C -2.0499 -4.4259 -2.2403
C -1.0623 -5.4066 -2.3716
C -0.3694 -5.4631 -3.5454
C -2.7782 -4.2110 -0.9809
C -2.0867 -4.3974 0.2340
C -2.7144 -4.1947 1.4264
N -3.9911 -3.8149 1.4513
C -4.7247 -3.7239 0.3305
C -4.1142 -3.8784 -0.8936
C -4.6749 -3.6214 2.7420
H 0.9572 -5.3484 -5.7478
H 0.2093 -3.9829 -6.4278
H -0.5583 -5.6585 -6.4997
H -1.9255 -3.3073 -5.5060
H -3.1498 -2.9503 -3.3736
H -0.7139 -6.0179 -1.5545
H 0.4841 -6.1118 -3.6898
H -1.0330 -4.6227 0.1456
H -2.1401 -4.3110 2.3328
H -5.7858 -3.4569 0.4348
H -4.7360 -3.8366 -1.7802
H -5.4202 -4.4008 2.8896
H -5.0899 -2.6187 2.8436
H -3.9853 -3.7496 3.5788
C 4.5854 2.2248 1.0428
C 4.1535 1.0817 1.9337
C 3.4964 -0.0562 1.1680
C 4.2714 -0.6252 0.0114
N 4.8510 -1.9865 0.2555
C 6.0948 -1.9726 1.1052
C 7.2593 -1.8948 0.1596
C 6.7799 -2.8482 -0.9356
C 5.3429 -2.4373 -1.1235
C 3.8404 -2.9498 0.7253
H 5.6140 2.0958 0.6790
H 4.7138 3.1330 1.6338
H 3.9243 2.3595 0.1932
H 3.3895 1.5157 2.5968
H 4.8583 0.7349 2.6984
H 2.5607 0.3654 0.7902
H 3.2040 -0.7992 1.9153
H 5.1614 -0.0432 -0.2142
H 3.6402 -0.7823 -0.8567
H 6.1031 -2.8882 1.7049
H 5.9650 -1.2258 1.8929
H 8.2021 -2.1734 0.6211
H 7.3560 -0.8805 -0.2387
H 6.9621 -3.8693 -0.5774
H 7.3971 -2.8052 -1.8325
H 4.6549 -3.1663 -1.5194
H 5.3484 -1.5470 -1.7501
H 3.6804 -2.7970 1.7869
H 4.1366 -3.9607 0.4650
H 2.9479 -2.7421 0.1348
C 3.0138 -4.6458 -3.7334
O 2.3122 -3.9511 -2.7506
H 2.3452 -5.3264 -4.3211
H 3.2581 -3.9435 -4.5642
H 3.8841 -5.1948 -3.3515
C -0.7673 -1.5562 -7.6603
O -1.2830 -1.4411 -6.4081
H -0.7857 -2.5529 -8.1629
H -1.1983 -0.8754 -8.4268
H 0.3093 -1.2417 -7.6959
Cl 2.8148 2.0860 -2.6454
O 2.0951 1.9697 -3.8996
O 3.0118 3.4954 -2.4167
O 2.0995 1.4862 -1.5221
O 4.0779 1.4016 -2.7942
O -6.7806 -1.6181 1.3683
H -6.7566 -2.2163 2.1180
Cl -2.6800 3.4257 -4.5613
C -1.2001 2.4782 -4.9286
C -0.2222 3.3502 -5.6878
Cl -0.6105 3.3820 -7.4365
H -1.3995 1.6639 -5.6231
H -0.7896 2.2046 -3.9640
H 0.7606 2.8820 -5.6319
H -0.1231 4.3831 -5.3769
C -7.5745 4.3905 7.1398
C -7.7671 5.3816 6.0075
C -7.3078 4.7791 4.6848
C -5.8786 4.4844 4.7266
N -4.7836 4.2131 4.8562
H -7.9224 3.3807 6.8683
H -8.1014 4.5541 8.0771
H -6.5098 4.2151 7.3188
H -7.2360 6.2898 6.2825
H -8.8364 5.5839 5.9491
H -7.5859 5.4257 3.8561
H -7.8095 3.8189 4.5478
C 2.7768 5.0921 0.1870
C 3.6021 5.9267 0.9405
C 3.5915 5.7816 2.3246
C 2.8349 4.8308 2.9837
C 1.9839 4.0461 2.1991
C 1.9924 4.1588 0.8132
C 1.0449 3.1143 2.8731
O 0.3274 2.3810 2.2273
C 0.9818 3.1305 4.3615
C -0.0169 2.4264 5.0078
C -0.2435 2.5015 6.3738
C 0.5646 3.3621 7.0984
C 1.5752 4.0863 6.4858
C 1.7925 3.9904 5.1249
C 2.8625 4.7904 4.4646
O 3.6218 5.4782 5.1087
H 2.6568 5.2056 -0.8832
H 4.1663 6.7620 0.5521
H 4.2414 6.4409 2.8909
H 1.4085 3.4395 0.2518
H -0.7010 1.8057 4.4389
H -0.9718 1.8967 6.8921
H 0.3644 3.5684 8.1439
H 2.1086 4.8558 7.0305
*
```

Calculated values
E: -4525.6631 Ha

---

Formula: C44H48AsClF6N4O5P2Se2Ta
Source: OMol25
Level of theory: ωB97M-V with the def2-TZVPD basis set

```
! wB97M-V def2-TZVPD RIJCOSX def2/J DEFGRID3
* xyz 2 2
Ta 0.0267 -0.0603 0.0286
O 3.2176 -2.5296 0.7473
C 2.1133 -2.1668 0.5035
O 1.7725 -0.8842 0.2704
C 0.8857 -3.0195 0.4335
C 0.8040 -4.3855 0.6097
C -0.4565 -4.9750 0.5544
C -1.5817 -4.1862 0.3318
C -1.3940 -2.8297 0.1619
N -0.1897 -2.2750 0.2129
C -2.4473 -1.7931 -0.0754
O -3.6107 -2.0069 -0.2106
O -1.8720 -0.5809 -0.1247
H 1.7063 -4.9535 0.7946
H -0.5609 -6.0444 0.6854
H -2.5818 -4.5958 0.2831
Se -1.1784 1.6650 1.6204
P -3.0880 2.2053 0.6674
Se -3.1795 2.0211 -1.5610
C -3.3653 3.9342 1.0684
C -3.5453 4.9190 0.1029
C -3.7731 6.2300 0.4939
C -3.8272 6.5526 1.8421
C -3.6518 5.5683 2.8077
C -3.4215 4.2592 2.4256
C -4.4725 1.2334 1.2552
C -4.3107 0.0767 2.0099
C -5.4240 -0.5921 2.4875
C -6.6946 -0.1098 2.2030
C -6.8598 1.0404 1.4383
C -5.7521 1.7173 0.9635
H -3.5134 4.6838 -0.9538
H -3.9123 6.9976 -0.2557
H -4.0089 7.5759 2.1442
H -3.6974 5.8223 3.8584
H -3.2896 3.4951 3.1842
H -3.3131 -0.3003 2.2131
H -5.3022 -1.4829 3.0901
H -7.5645 -0.6318 2.5805
H -7.8524 1.4121 1.2201
H -5.8795 2.6199 0.3760
F 0.0518 1.8267 -1.0054
P 1.7879 2.3889 -0.8255
F 1.2468 3.6761 -0.1489
F 3.2877 2.6100 -0.5497
F 1.7319 2.9831 -2.2648
F 2.0500 0.8995 -1.4588
F 1.5468 1.5605 0.6459
C 5.1688 -1.5936 6.1873
C 4.1244 -2.7178 6.2951
C 3.4773 -2.5912 7.6811
C 4.8652 -4.0587 6.2234
C 3.0814 -2.6194 5.1256
O 3.7515 -2.3168 3.8903
C 2.3075 -3.9266 4.8245
C 1.3514 -4.5836 5.8390
C -0.0043 -3.9210 5.9106
C -0.4476 -3.2192 7.0218
C -1.6969 -2.6108 7.0376
C -2.5154 -2.7263 5.9323
Cl -4.0656 -1.9419 5.9235
C -2.1218 -3.4592 4.8222
C -0.8675 -4.0436 4.8196
C 2.2043 -1.3845 5.3610
N 1.2500 -1.1055 4.2847
C 1.4267 -1.0150 2.9753
N 0.2510 -0.7291 2.3879
C -0.5979 -0.6023 3.4603
N -0.0337 -0.8420 4.6046
H 5.9178 -1.7407 6.9670
H 4.7387 -0.6030 6.3466
H 5.6872 -1.5829 5.2296
H 4.2499 -2.7237 8.4403
H 2.7075 -3.3381 7.8738
H 3.0450 -1.6017 7.8455
H 5.6762 -4.0636 6.9522
H 5.3239 -4.2383 5.2453
H 4.2157 -4.9055 6.4504
H 4.5347 -2.8721 3.8046
H 3.0789 -4.6473 4.5492
H 1.7431 -3.7485 3.9033
H 1.8017 -4.6735 6.8255
H 1.1896 -5.6102 5.4992
H 0.1875 -3.1382 7.8979
H -2.0308 -2.0554 7.9037
H -2.7939 -3.5742 3.9796
H -0.5569 -4.6293 3.9588
H 2.8497 -0.5165 5.4782
H 1.5800 -1.4846 6.2429
H 2.3957 -1.1633 2.5366
H -1.6451 -0.3579 3.3866
C 0.0700 0.7878 -3.8813
As -0.1007 -0.6948 -2.6486
C 1.4441 -1.7808 -3.0933
C -1.7153 -1.6039 -3.3192
C -1.4072 -2.8801 -4.0516
C -1.6415 -2.9773 -5.4182
C -1.3755 -4.1597 -6.0963
C -0.8706 -5.2557 -5.4138
C -0.6343 -5.1678 -4.0480
C -0.9017 -3.9873 -3.3743
H -0.0403 0.3759 -4.8829
H 1.0459 1.2504 -3.7810
H -0.7085 1.5214 -3.6928
H 1.3284 -2.1702 -4.1016
H 1.5547 -2.6179 -2.4078
H 2.3179 -1.1352 -3.0364
H -2.1565 -0.8724 -3.9955
H -2.4286 -1.7558 -2.5126
H -2.0424 -2.1270 -5.9587
H -1.5680 -4.2238 -7.1592
H -0.6626 -6.1770 -5.9414
H -0.2412 -6.0229 -3.5120
H -0.7155 -3.9298 -2.3062
*
```

Calculated values
E: -11138.3554 Ha
energy above the lowest of the compared OMol25 structures with the same formula, charge and spin: 192.1 kJ/mol

---

Formula: C20H13N2O9Ta
Source: OMol25
Level of theory: ωB97M-V with the def2-TZVPD basis set

```
! wB97M-V def2-TZVPD RIJCOSX def2/J DEFGRID3
* xyz 0 1
Ta 1.2871 1.1867 1.5279
C -3.3113 1.4658 1.3223
C -3.7670 0.1611 1.3941
C -2.8506 -0.8756 1.4586
C -1.4981 -0.5753 1.4575
N -1.0645 0.6864 1.3871
C -1.9459 1.6853 1.3174
C -0.4256 -1.5994 1.4913
C -0.6745 -2.9542 1.6145
C 0.3955 -3.8358 1.6083
C 1.6768 -3.3372 1.4711
C 1.8486 -1.9686 1.3549
N 0.8204 -1.1204 1.3718
H -3.9921 2.3022 1.2644
H -4.8276 -0.0517 1.3935
H -3.1900 -1.8992 1.5020
H -1.5377 2.6856 1.2404
H -1.6836 -3.3225 1.7183
H 0.2236 -4.8992 1.7071
H 2.5389 -3.9877 1.4565
H 2.8221 -1.5115 1.2399
O 1.0683 1.1149 5.6179
C 1.2492 1.3594 4.4634
O 1.0038 0.5405 3.4478
C 1.7991 2.7225 3.9512
O 2.1432 3.6212 4.6506
O 1.8137 2.7447 2.6112
O 2.7931 0.6414 0.8866
O -0.3648 3.7702 -1.2508
C 0.1295 2.6784 -1.1329
O 0.6239 2.2504 0.0228
C 0.1961 1.6905 -2.2573
C -0.4242 2.0420 -3.4500
C -0.4394 1.1838 -4.5496
C 0.1979 -0.0230 -4.3949
O 0.3052 -1.0512 -5.2886
C 1.2813 -1.9233 -4.7206
O 1.3353 -1.6452 -3.3252
C 0.8225 -0.3755 -3.2090
C 0.8456 0.4539 -2.1219
H -0.9028 3.0096 -3.5055
H -0.9253 1.4507 -5.4771
H 2.2569 -1.7136 -5.1726
H 0.9781 -2.9553 -4.8757
H 1.3694 0.1781 -1.2186
*
```

Calculated values
E: -1613.8812 Ha
energy above the lowest of the compared OMol25 structures with the same formula, charge and spin: 31.6 kJ/mol